Entry from OMol25: 12 unconnected molecules or ions with the total composition C51H69F24N3O15 at a distorted geometry (ωB97M-V with the def2-TZVPD basis set).

Positions of all 162 atoms, in Å:
C: -0.850 -5.655 -0.317
C: -1.634 -6.949 -0.164
C: -3.159 -6.656 -0.335
F: -3.872 -7.817 -0.229
F: -3.623 -5.700 0.464
F: -1.155 -7.827 -1.052
F: -1.359 -7.464 1.023
O: -1.147 -4.849 -1.512
C: -0.243 -3.820 -1.838
C: -0.826 -3.040 -3.046
F: 0.021 -2.069 -3.558
F: -1.261 -3.821 -4.058
F: -0.074 -2.987 -0.815
F: 0.990 -4.359 -2.113
H: 0.212 -5.900 -0.323
H: -1.052 -4.989 0.522
H: -3.280 -6.272 -1.348
H: -1.724 -2.504 -2.738
C: 3.677 -4.155 -0.049
C: 3.416 -2.703 0.367
C: 2.735 -2.656 1.778
F: 1.462 -3.128 1.648
F: 3.379 -3.282 2.716
F: 4.519 -2.025 0.553
F: 2.652 -2.129 -0.600
O: 4.496 -4.326 -1.175
C: 5.448 -5.387 -1.049
C: 6.261 -5.318 -2.348
F: 6.613 -4.068 -2.652
F: 7.270 -6.154 -2.412
F: 6.159 -5.209 0.073
F: 4.774 -6.527 -0.948
H: 2.726 -4.596 -0.347
H: 4.064 -4.770 0.763
H: 2.733 -1.653 2.203
H: 5.638 -5.689 -3.162
C: 4.337 -0.123 -5.380
C: 4.603 0.269 -6.845
C: 6.019 0.865 -6.995
F: 6.056 2.180 -6.641
F: 6.932 0.268 -6.279
F: 4.445 -0.811 -7.567
F: 3.747 1.160 -7.197
O: 4.472 0.914 -4.407
C: 3.275 1.381 -3.793
C: 3.654 2.565 -2.921
F: 4.345 3.535 -3.662
F: 2.539 3.119 -2.430
F: 2.333 1.736 -4.690
F: 2.830 0.391 -3.050
H: 5.091 -0.874 -5.143
H: 3.338 -0.552 -5.301
H: 6.303 0.957 -8.043
H: 4.216 2.154 -2.083
O: -1.074 -4.816 3.319
C: -2.102 -4.138 3.240
O: -3.293 -4.684 3.232
C: -4.358 -3.716 3.346
C: -3.721 -2.450 2.913
C: -2.251 -2.609 3.203
H: -4.777 -3.622 4.348
H: -5.216 -3.892 2.696
H: -4.098 -1.545 3.390
H: -3.772 -2.260 1.841
H: -2.095 -2.115 4.162
H: -1.597 -2.123 2.479
O: -0.259 -0.318 2.382
C: 0.145 0.020 1.299
O: 1.491 0.374 1.105
C: 1.712 0.881 -0.213
C: 0.336 1.282 -0.675
C: -0.637 0.402 0.017
H: 2.011 0.059 -0.864
H: 2.387 1.737 -0.224
H: 0.151 1.146 -1.741
H: 0.095 2.309 -0.399
H: -0.765 -0.510 -0.566
H: -1.605 0.824 0.290
O: 5.464 3.407 -0.160
C: 5.363 2.893 0.956
O: 4.142 2.684 1.559
C: 4.272 1.893 2.720
C: 5.659 2.228 3.166
C: 6.457 2.437 1.902
H: 4.145 0.861 2.392
H: 3.557 2.146 3.503
H: 6.080 1.451 3.805
H: 5.546 3.155 3.729
H: 6.953 1.545 1.522
H: 7.164 3.266 1.934
O: -2.931 -1.703 -0.442
C: -3.947 -1.858 -1.126
O: -4.179 -2.989 -1.863
C: -5.417 -2.938 -2.512
C: -6.253 -1.940 -1.659
C: -5.137 -0.937 -1.192
H: -5.967 -3.879 -2.476
H: -5.302 -2.670 -3.562
H: -6.797 -2.450 -0.864
H: -6.907 -1.464 -2.390
H: -5.313 -0.604 -0.170
H: -4.932 -0.096 -1.854
O: -1.896 -0.263 5.832
C: -0.701 -0.264 5.609
O: -0.001 0.884 5.625
C: 1.391 0.580 5.368
C: 1.522 -0.926 5.618
C: 0.142 -1.521 5.374
H: 2.073 1.085 6.052
H: 1.685 0.868 4.359
H: 1.855 -1.125 6.637
H: 2.298 -1.319 4.961
H: -0.168 -2.275 6.097
H: 0.072 -2.031 4.414
O: -5.768 1.734 1.025
C: -5.042 1.650 1.969
O: -3.865 1.109 1.911
C: -3.214 1.171 3.150
C: -4.316 1.371 4.158
C: -5.394 2.093 3.392
H: -2.480 1.974 3.075
H: -2.676 0.265 3.428
H: -3.934 1.991 4.970
H: -4.764 0.435 4.489
H: -5.200 3.165 3.395
H: -6.429 1.814 3.587
C: -4.904 4.776 -2.255
C: -5.146 3.315 -1.752
C: -3.806 2.628 -1.344
C: -2.988 3.358 -0.387
N: -2.332 3.938 0.371
H: -4.402 4.733 -3.222
H: -4.413 5.357 -1.474
H: -5.806 5.339 -2.497
H: -5.645 2.767 -2.551
H: -5.821 3.391 -0.900
H: -3.147 2.490 -2.201
H: -4.067 1.667 -0.900
C: -0.816 4.468 -3.023
C: 0.029 5.335 -3.973
C: -0.878 5.961 -5.115
C: -1.560 5.036 -6.056
N: -2.083 4.283 -6.790
H: -1.371 3.675 -3.525
H: -1.577 5.133 -2.616
H: -0.296 4.111 -2.134
H: 0.848 4.789 -4.441
H: 0.495 6.164 -3.441
H: -0.223 6.593 -5.713
H: -1.711 6.508 -4.673
C: 1.090 5.819 2.970
C: 0.533 4.486 2.458
C: 0.308 3.401 3.591
C: -0.702 3.689 4.630
N: -1.509 3.974 5.453
H: 1.385 6.477 2.153
H: 2.020 5.659 3.515
H: 0.336 6.305 3.590
H: 1.185 4.093 1.678
H: -0.371 4.701 1.889
H: 1.276 3.275 4.077
H: -0.069 2.486 3.135

Values from the calculation:
HOMO energy	-10.011	eV
SMILES	FC(F)C(F)(F)COC(F)(F)C(F)F.FC(F)C(F)(F)COC(F)(F)C(F)F.FC(F)C(F)(F)COC(F)(F)C(F)F.O=C1CCCO1.O=C1CCCO1.O=C1CCCO1.O=C1CCCO1.O=C1CCCO1.O=C1CCCO1.CCCC#N.CCCC#N.CCCC#N
ΔE to the lowest compared entry with this formula, charge and spin	68.2	kcal per mole

Entry from OMol25: 8 unconnected molecules or ions with the total composition C43H43ClO3 (ωB97M-V with the def2-TZVPD basis set).

Positions of all 90 atoms, in Å:
O: 2.257 7.124 0.328
C: 2.068 8.148 -0.225
O: 3.002 9.093 -0.506
O: 0.833 8.490 -0.779
Cl: -0.144 9.134 0.435
H: 3.200 9.576 0.300
C: 0.343 3.766 0.974
C: -0.240 2.512 1.094
C: -1.506 2.283 0.573
C: -2.187 3.306 -0.072
C: -1.602 4.559 -0.193
C: -0.338 4.790 0.331
H: 1.331 3.948 1.378
H: 0.292 1.712 1.594
H: -1.961 1.304 0.669
H: -3.173 3.127 -0.482
H: -2.132 5.357 -0.698
H: 0.123 5.764 0.239
C: 6.260 8.308 -1.114
C: 6.820 9.385 -1.788
C: 8.188 9.430 -2.015
C: 8.998 8.395 -1.569
C: 8.440 7.316 -0.897
C: 7.072 7.272 -0.669
H: 5.193 8.279 -0.942
H: 6.186 10.189 -2.142
H: 8.624 10.270 -2.541
H: 10.066 8.428 -1.747
H: 9.072 6.508 -0.551
H: 6.635 6.431 -0.146
C: -3.214 -2.486 -1.479
C: -3.173 -1.133 -1.171
C: -4.173 -0.570 -0.390
C: -5.213 -1.357 0.086
C: -5.253 -2.709 -0.223
C: -4.255 -3.273 -1.006
H: -2.436 -2.927 -2.089
H: -2.362 -0.517 -1.539
H: -4.142 0.486 -0.153
H: -5.989 -0.917 0.698
H: -6.062 -3.324 0.150
H: -4.288 -4.328 -1.249
C: -8.018 -6.690 3.302
C: -8.027 -6.410 1.943
C: -6.897 -5.878 1.337
C: -5.755 -5.632 2.087
C: -5.746 -5.913 3.447
C: -6.877 -6.438 4.054
H: -8.899 -7.102 3.776
H: -8.916 -6.605 1.356
H: -6.906 -5.659 0.276
H: -4.871 -5.224 1.614
H: -4.853 -5.727 4.030
H: -6.871 -6.654 5.115
C: -1.404 -8.986 1.790
C: -2.637 -8.553 1.322
C: -3.738 -8.548 2.168
C: -3.604 -8.975 3.482
C: -2.372 -9.409 3.950
C: -1.271 -9.415 3.103
H: -0.545 -8.989 1.130
H: -2.739 -8.215 0.299
H: -4.699 -8.209 1.806
H: -4.464 -8.965 4.140
H: -2.268 -9.741 4.975
H: -0.309 -9.754 3.469
C: 4.026 -6.404 0.945
C: 2.708 -6.345 1.375
C: 2.100 -7.475 1.904
C: 2.810 -8.663 2.004
C: 4.128 -8.723 1.573
C: 4.736 -7.593 1.043
H: 4.500 -5.523 0.531
H: 2.154 -5.418 1.299
H: 1.071 -7.429 2.240
H: 2.336 -9.545 2.417
H: 4.683 -9.649 1.651
H: 5.764 -7.639 0.706
C: 3.925 8.320 -5.066
C: 3.149 8.571 -3.942
C: 1.768 8.668 -4.054
C: 1.159 8.500 -5.290
C: 1.934 8.245 -6.413
C: 3.315 8.158 -6.301
H: 5.002 8.247 -4.975
H: 3.622 8.705 -2.977
H: 1.177 8.888 -3.175
H: 0.082 8.572 -5.379
H: 1.462 8.114 -7.378
H: 3.916 7.962 -7.180

Values from the calculation:
HOMO energy	-9.223	eV
SMILES	O=C(O)OCl.c1ccccc1.c1ccccc1.c1ccccc1.c1ccccc1.c1ccccc1.c1ccccc1.c1ccccc1

Entry from OMol25: 8 unconnected molecules or ions with the total composition C26H72Cl6N11O7P3 at a distorted geometry (ωB97M-V with the def2-TZVPD basis set).

Positions of all 125 atoms, in Å:
O: -9.118 9.619 0.266
P: -10.147 10.553 0.749
N: -11.571 9.797 1.170
C: -12.109 9.682 2.509
C: -12.414 9.241 0.136
N: -10.603 11.693 -0.379
C: -11.756 12.569 -0.192
C: -9.514 12.185 -1.227
N: -9.615 11.324 2.127
C: -10.379 12.377 2.756
C: -8.230 11.228 2.535
H: -11.722 8.820 3.066
H: -13.199 9.602 2.486
H: -11.904 10.556 3.120
H: -11.966 9.322 -0.860
H: -13.348 9.803 0.030
H: -12.524 8.163 0.271
H: -12.278 12.590 -1.154
H: -12.436 12.156 0.549
H: -11.449 13.582 0.082
H: -8.612 12.389 -0.642
H: -9.253 11.386 -1.923
H: -9.816 13.066 -1.787
H: -11.432 12.401 2.496
H: -10.214 12.358 3.834
H: -9.999 13.368 2.462
H: -7.654 11.906 1.897
H: -7.837 10.225 2.392
H: -8.119 11.553 3.571
O: -9.359 19.873 8.333
P: -10.395 18.843 8.507
N: -9.943 17.705 9.675
C: -9.885 16.269 9.483
C: -9.118 18.215 10.769
N: -10.716 17.936 7.152
C: -9.636 17.204 6.521
C: -11.897 18.199 6.365
N: -11.872 19.383 9.026
C: -11.928 20.636 9.746
C: -12.915 18.435 9.401
H: -10.467 15.957 8.616
H: -10.221 15.717 10.361
H: -8.848 15.988 9.224
H: -9.176 17.597 11.663
H: -9.395 19.240 11.025
H: -8.080 18.311 10.410
H: -9.963 16.200 6.228
H: -9.333 17.737 5.618
H: -8.756 17.066 7.146
H: -12.806 18.076 6.954
H: -11.914 19.202 5.930
H: -12.027 17.502 5.534
H: -12.925 21.092 9.715
H: -11.688 20.459 10.801
H: -11.303 21.393 9.280
H: -12.986 18.428 10.495
H: -12.801 17.454 8.959
H: -13.858 18.877 9.055
O: -11.598 21.601 2.064
P: -10.169 21.942 2.063
N: -9.417 21.662 0.594
C: -9.006 20.286 0.255
C: -9.792 22.496 -0.541
N: -9.266 20.989 3.070
C: -9.931 20.279 4.146
C: -7.812 20.940 3.078
N: -9.845 23.531 2.401
C: -10.903 24.531 2.611
C: -8.472 24.031 2.410
H: -9.903 19.656 0.364
H: -8.293 19.893 0.974
H: -8.671 20.203 -0.772
H: -9.640 22.008 -1.493
H: -9.233 23.445 -0.499
H: -10.814 22.891 -0.447
H: -9.271 20.019 4.975
H: -10.793 20.819 4.542
H: -10.351 19.325 3.790
H: -7.450 21.430 2.176
H: -7.411 21.548 3.900
H: -7.442 19.925 3.219
H: -11.526 24.232 3.456
H: -10.505 25.511 2.856
H: -11.498 24.655 1.703
H: -8.429 25.100 2.586
H: -7.945 23.848 1.466
H: -7.902 23.541 3.202
C: -12.367 15.348 5.510
N: -11.179 14.616 6.015
O: -11.137 14.431 7.205
O: -10.358 14.255 5.214
H: -12.765 14.715 4.718
H: -12.076 16.273 5.013
H: -13.049 15.583 6.312
C: -2.632 18.522 3.622
N: -2.447 17.183 4.206
O: -3.380 16.423 4.131
O: -1.384 16.902 4.701
H: -3.615 18.878 3.904
H: -2.473 18.463 2.545
H: -1.845 19.192 3.955
Cl: -8.186 14.729 1.038
C: -7.584 14.467 2.688
C: -6.763 15.616 3.158
Cl: -7.695 17.080 3.572
H: -6.936 13.597 2.631
H: -8.401 14.220 3.362
H: -5.982 15.915 2.463
H: -6.200 15.351 4.049
Cl: -4.003 13.132 2.582
C: -4.617 11.495 2.826
C: -4.478 10.614 1.616
Cl: -5.482 11.140 0.216
H: -5.670 11.579 3.095
H: -4.187 11.003 3.699
H: -4.737 9.571 1.756
H: -3.453 10.692 1.255
Cl: -1.412 14.802 1.408
C: -2.505 14.748 -0.018
C: -3.354 16.022 -0.014
Cl: -4.858 15.751 -0.913
H: -3.172 13.894 0.037
H: -1.863 14.627 -0.885
H: -2.832 16.866 -0.452
H: -3.586 16.201 1.034

Values from the calculation:
HOMO energy	-8.309	eV
SMILES	CN(C)P(=O)(N(C)C)N(C)C.CN(C)P(=O)(N(C)C)N(C)C.CN(C)P(=O)(N(C)C)N(C)C.C[N+](=O)[O-].C[N+](=O)[O-].ClCCCl.ClCCCl.ClCCCl
ΔE to the lowest compared entry with this formula, charge and spin	35.3	kcal per mole

Entry from OMol25: a molecular structure, C7H14PSTc at a distorted geometry (ωB97M-V with the def2-TZVPD basis set).

Positions of all 24 atoms, in Å:
C: 0.306 1.396 -1.586
C: 1.631 2.028 -1.660
C: 1.976 2.641 -0.429
C: 0.922 2.464 0.487
C: -0.224 1.740 -0.143
Tc: -0.448 -0.391 -0.535
P: -1.277 -1.565 -2.296
H: -0.334 1.433 -2.481
H: 2.244 1.977 -2.550
H: 2.922 3.136 -0.218
H: -1.221 2.192 -0.004
H: 0.888 2.795 1.522
H: -0.904 -2.942 -2.383
H: -0.832 -1.130 -3.586
H: -2.666 -1.686 -2.551
C: 0.732 -0.776 2.481
S: -0.907 -0.599 1.717
C: -1.393 -2.335 1.570
H: 1.376 0.042 2.142
H: 1.169 -1.754 2.248
H: 0.561 -0.687 3.559
H: -0.530 -2.989 1.724
H: -2.120 -2.482 2.374
H: -1.870 -2.508 0.597

Values from the calculation:
charge	+1
<S²>	3.890
2S+1	4
HOMO energy (alpha / beta)	-11.123 / -11.253	eV
ΔE to the lowest compared entry with this formula, charge and spin	0.0	kcal per mole